1.
Molecular formula: C38H70F5N2O8P3Si
Method: DFT, ωB97M-V with the def2-TZVPD basis set

CARTESIAN COORDINATES (ANGSTROEM)
C 4.038 -0.693 -0.930
C 4.058 -1.347 -2.337
C 3.075 -2.527 -2.420
C 5.473 -1.952 -2.502
C 3.925 -0.314 -3.468
C 2.567 0.334 -3.791
C 2.902 1.485 -4.771
C 1.623 -0.584 -4.582
C 1.858 0.923 -2.568
C 2.033 2.254 -2.160
C 1.403 2.774 -1.024
C 0.561 1.975 -0.252
O -0.048 2.523 0.854
C -1.447 2.311 0.896
C -2.210 3.602 0.683
O -3.592 3.293 0.561
C -3.929 2.844 -0.731
C -4.398 1.385 -0.715
Si -4.239 0.490 -2.356
P -4.677 -1.674 -2.097
P -3.923 -2.165 -0.150
O -3.793 -3.619 -0.003
O -2.568 -1.384 0.155
O -4.883 -1.475 0.911
P -2.118 0.533 -3.205
O -1.581 -0.859 -3.195
C -5.558 1.131 -3.619
F -5.723 0.262 -4.636
F -6.746 1.211 -2.965
C -5.268 2.547 -4.230
F -4.098 3.011 -3.791
F -5.196 2.486 -5.550
F -6.203 3.415 -3.914
C 0.374 0.646 -0.634
C 0.998 0.144 -1.776
H 3.879 0.379 -0.974
H 4.920 -0.955 -0.357
H 3.189 -1.089 -0.376
H 2.212 -2.426 -1.774
H 3.590 -3.425 -2.085
H 2.777 -2.737 -3.442
H 5.570 -2.477 -3.449
H 5.650 -2.641 -1.683
H 6.207 -1.150 -2.445
H 4.648 0.473 -3.254
H 4.267 -0.801 -4.383
H 2.006 2.028 -5.053
H 3.637 2.161 -4.348
H 3.316 1.040 -5.674
H 1.052 -1.240 -3.938
H 0.912 0.026 -5.129
H 2.190 -1.206 -5.267
H 2.678 2.931 -2.693
H 1.557 3.806 -0.745
H -1.719 1.893 1.863
H -1.778 1.599 0.143
H -1.844 4.133 -0.197
H -2.108 4.270 1.532
H -3.087 2.948 -1.417
H -4.739 3.461 -1.118
H -3.853 0.794 0.016
H -5.448 1.337 -0.429
H -3.807 -2.376 -2.941
H -1.817 -1.850 -0.234
H -5.653 -2.056 0.984
H -2.182 1.039 -4.524
H -1.322 1.423 -2.444
H -0.264 0.014 -0.031
H 0.795 -0.879 -2.041
C 1.848 5.245 4.712
C 2.796 5.585 3.544
C 3.509 6.904 3.835
C 2.561 8.102 3.788
C 1.795 8.157 2.463
C 1.155 6.834 2.027
N 2.074 5.676 2.240
O 2.912 5.583 1.261
C -0.177 6.598 2.764
C 0.788 6.929 0.550
C 3.789 4.430 3.489
H 2.437 4.918 5.568
H 1.251 6.083 5.062
H 1.175 4.431 4.441
H 4.313 7.053 3.108
H 3.985 6.843 4.816
H 1.863 8.077 4.628
H 3.136 9.022 3.906
H 1.017 8.921 2.520
H 2.491 8.485 1.684
H -0.594 5.631 2.482
H -0.897 7.366 2.483
H -0.102 6.632 3.848
H 1.633 7.225 -0.068
H 0.005 7.677 0.422
H 0.410 5.975 0.177
H 3.267 3.479 3.374
H 4.356 4.398 4.419
H 4.500 4.527 2.672
C -2.127 -6.606 3.468
C -1.472 -6.273 2.113
C -2.486 -6.490 0.993
C -2.818 -7.968 0.789
C -1.554 -8.805 0.575
C -0.427 -8.552 1.584
N -0.249 -7.094 1.860
O 0.475 -6.549 0.939
C -0.684 -9.315 2.898
C 0.870 -9.131 1.027
C -1.087 -4.802 2.213
H -2.828 -5.813 3.730
H -2.702 -7.528 3.471
H -1.379 -6.664 4.260
H -2.095 -6.076 0.060
H -3.394 -5.930 1.216
H -3.390 -8.358 1.636
H -3.468 -8.073 -0.081
H -1.807 -9.867 0.592
H -1.177 -8.595 -0.431
H 0.098 -9.089 3.625
H -0.662 -10.389 2.712
H -1.646 -9.104 3.357
H 1.090 -8.760 0.028
H 0.781 -10.215 0.967
H 1.717 -8.894 1.672
H -0.437 -4.630 3.073
H -1.988 -4.202 2.336
H -0.573 -4.444 1.323

Its spin multiplicity is 3. The calculation puts the HOMO energy (spin up / spin down) at -8.12 / -8.57 eV. The gap between HOMO and LUMO (spin up / spin down) comes out at 0.3103 / 0.3268 Eh. As for the energy: -109232.708 eV.

=====

2.
Molecular formula: C38H70N4O10S
Method: DFT, ωB97M-V with the def2-TZVPD basis set

CARTESIAN COORDINATES (ANGSTROEM)
C -0.174 5.635 2.922
C 0.659 5.631 1.526
C 0.401 4.218 0.767
C 1.300 3.073 1.529
O 0.916 1.712 1.186
C 0.140 1.065 2.223
C -1.024 1.985 2.936
C 1.049 0.707 3.553
O 2.212 1.119 3.887
N 0.112 -0.247 4.234
C 0.035 -1.390 3.223
C 1.275 -2.424 3.210
C 2.244 -2.377 4.500
O 1.952 -3.419 5.503
C 1.812 -2.779 6.825
C 1.076 -3.739 7.906
C -1.289 -2.176 3.805
O -0.950 -2.997 4.997
O -1.431 -4.237 4.744
C -0.269 -0.493 1.871
C 0.502 -0.908 0.504
O 0.364 -2.346 0.183
C -0.565 -2.551 -0.898
C -1.973 -3.218 -0.508
C -3.075 -3.510 -1.597
C -4.471 -4.144 -1.079
C -2.731 -3.148 -3.097
C -1.317 -2.507 -3.498
C -0.194 -2.182 -2.383
C 1.209 -1.551 -2.886
C 2.527 -2.046 -2.068
C 1.126 0.089 -3.028
N -1.758 -0.678 1.730
C -2.252 -0.105 0.655
S -2.713 0.290 -0.923
H -1.310 5.499 2.791
H 0.279 4.862 3.652
H 0.022 6.680 3.406
H 0.392 6.524 0.832
H 1.788 5.631 1.833
H 0.724 4.313 -0.353
H -0.722 3.970 0.750
H 1.387 3.291 2.654
H 2.377 3.222 1.096
H -0.559 2.657 3.747
H -1.617 2.573 2.127
H -1.823 1.320 3.468
H 0.343 -0.514 5.204
H 1.953 -2.373 2.282
H 0.808 -3.497 3.196
H 3.318 -2.634 4.112
H 2.336 -1.352 5.011
H 1.174 -1.807 6.776
H 2.843 -2.444 7.258
H -0.085 -3.620 7.884
H 1.393 -3.482 9.000
H 1.339 -4.861 7.764
H -1.723 -2.931 3.039
H -2.097 -1.428 4.197
H -0.689 -4.893 4.698
H 1.641 -0.777 0.742
H 0.293 -0.219 -0.391
H -2.155 -3.465 0.616
H -5.148 -3.232 -0.802
H -4.313 -4.715 -0.079
H -5.039 -4.752 -1.872
H -3.513 -3.345 -3.915
H -1.114 -2.266 -4.616
H 1.356 -1.926 -3.984
H 2.847 -1.227 -1.306
H 3.423 -2.141 -2.812
H 2.406 -3.076 -1.555
H 1.638 0.564 -2.114
H 0.001 0.348 -3.130
H 1.653 0.412 -4.020
C -3.559 8.932 -3.712
O -3.410 10.092 -2.907
C -4.519 10.324 -2.033
C -4.133 10.060 -0.573
N -3.917 8.635 -0.327
C -3.263 8.344 0.952
C -1.847 8.906 1.177
O -0.847 8.316 0.349
C -0.754 8.871 -0.953
H -2.771 8.944 -4.469
H -3.436 8.025 -3.115
H -4.527 8.917 -4.219
H -5.406 9.745 -2.327
H -4.777 11.383 -2.134
H -4.927 10.426 0.082
H -3.223 10.640 -0.370
H -3.339 8.252 -1.067
H -3.205 7.254 1.032
H -3.915 8.685 1.767
H -1.562 8.653 2.204
H -1.807 9.998 1.119
H -0.992 9.937 -0.973
H -1.403 8.321 -1.639
H 0.271 8.740 -1.310
C 5.404 -8.678 -4.087
O 4.107 -9.102 -4.478
C 3.249 -9.398 -3.373
C 2.147 -8.342 -3.234
N 2.689 -7.059 -2.788
C 1.753 -5.938 -2.921
C 1.262 -5.580 -4.331
O 2.270 -5.045 -5.187
C 3.080 -6.016 -5.828
H 6.037 -8.663 -4.977
H 5.377 -7.665 -3.678
H 5.847 -9.362 -3.358
H 3.808 -9.523 -2.435
H 2.775 -10.360 -3.597
H 1.400 -8.690 -2.515
H 1.663 -8.249 -4.215
H 3.517 -6.840 -3.332
H 2.260 -5.058 -2.513
H 0.886 -6.126 -2.276
H 0.522 -4.780 -4.216
H 0.733 -6.405 -4.820
H 2.533 -6.936 -6.053
H 3.957 -6.234 -5.214
H 3.444 -5.595 -6.768

Its spin multiplicity is 1. The calculation puts the HOMO energy at -8.29 eV. As for the SMILES: CCCCO[C@]1(C)C(=O)N[C@@](CCOCC)(COO)[C@@]1(COc1cc(C)ccc1C(C)C)N=C=S.COCCNCCOC.COCCNCCOC. The gap between HOMO and LUMO comes out at 0.2957 Eh. As for the energy: -77792.922 eV.

=====

3.
Molecular formula: C38H74N13O3P3
Method: DFT, ωB97M-V with the def2-TZVPD basis set

CARTESIAN COORDINATES (ANGSTROEM)
C -3.903 2.360 7.403
N -4.482 1.793 6.120
C -5.604 0.969 6.264
P -3.487 2.015 4.741
O -2.054 1.640 4.953
N -4.252 1.046 3.562
C -4.763 1.601 2.321
C -3.919 -0.388 3.496
N -3.633 3.575 4.406
C -2.502 4.466 4.150
C -4.997 4.155 4.564
H -4.705 2.617 8.087
H -3.414 3.284 7.177
H -3.217 1.663 7.822
H -6.336 1.515 6.888
H -5.403 0.017 6.788
H -6.155 0.714 5.369
H -5.827 1.344 2.260
H -4.666 2.686 2.423
H -4.222 1.322 1.370
H -4.778 -0.936 3.135
H -3.020 -0.504 2.877
H -3.725 -0.778 4.522
H -2.721 5.367 3.617
H -2.027 4.796 5.063
H -1.720 3.933 3.568
H -4.967 4.697 5.533
H -5.762 3.376 4.521
H -5.234 4.885 3.780
C -2.518 -3.568 -4.993
N -3.383 -3.261 -3.872
C -4.216 -4.368 -3.447
P -3.058 -1.873 -3.096
O -2.571 -0.908 -4.075
N -4.549 -1.408 -2.528
C -4.802 -1.448 -1.090
C -5.202 -0.521 -3.422
N -2.050 -2.197 -1.849
C -1.334 -3.456 -1.727
C -1.406 -0.996 -1.234
H -1.601 -4.110 -4.764
H -2.256 -2.638 -5.493
H -3.163 -4.107 -5.674
H -4.916 -4.066 -2.635
H -3.592 -5.121 -3.014
H -4.740 -4.756 -4.357
H -5.010 -0.466 -0.647
H -5.644 -2.079 -0.814
H -3.925 -1.861 -0.625
H -6.102 -0.888 -3.790
H -5.475 0.466 -3.056
H -4.584 -0.186 -4.277
H -1.722 -4.134 -2.456
H -0.275 -3.306 -2.052
H -1.481 -3.881 -0.685
H -1.571 -0.914 -0.159
H -1.802 -0.046 -1.707
H -0.366 -0.958 -1.446
C 0.848 3.020 -2.778
N 1.197 1.596 -2.566
C 1.145 1.233 -1.152
P 2.354 0.926 -3.516
O 3.756 1.233 -3.171
N 2.005 -0.699 -3.356
C 0.726 -1.124 -3.901
C 3.032 -1.701 -3.588
N 1.950 1.566 -5.008
C 0.558 1.412 -5.410
C 2.894 1.359 -6.126
H 1.062 3.275 -3.821
H 1.384 3.603 -2.054
H -0.240 3.090 -2.571
H 1.567 0.246 -0.969
H 0.146 1.171 -0.775
H 1.683 2.024 -0.549
H 0.397 -2.051 -3.356
H -0.078 -0.410 -3.754
H 0.664 -1.385 -4.944
H 2.903 -2.287 -4.489
H 3.993 -1.178 -3.592
H 3.000 -2.438 -2.754
H 0.401 0.414 -5.850
H -0.143 1.496 -4.605
H 0.323 2.218 -6.080
H 3.918 1.626 -5.800
H 2.603 1.945 -6.980
H 2.865 0.366 -6.468
C 7.594 0.604 -1.557
C 6.215 0.501 -1.696
C 5.522 -0.029 -0.613
N 6.065 -0.570 0.482
C 7.387 -0.556 0.532
C 8.200 0.112 -0.445
H 8.054 1.123 -2.385
H 5.642 0.827 -2.606
H 4.453 -0.079 -0.542
H 7.813 -1.102 1.351
H 9.292 0.242 -0.387
C 2.097 0.207 2.279
C 2.144 -0.835 1.401
C 1.010 -1.625 1.257
N -0.073 -1.461 2.012
C -0.022 -0.529 2.982
C 0.999 0.338 3.090
H 2.992 0.805 2.367
H 3.064 -1.120 0.923
H 1.017 -2.445 0.592
H -0.888 -0.547 3.610
H 1.023 1.104 3.870
C 5.940 4.865 2.609
C 5.337 5.346 1.509
C 4.970 4.385 0.500
N 5.228 3.074 0.592
C 5.778 2.664 1.727
C 6.185 3.533 2.731
H 6.181 5.413 3.525
H 5.178 6.426 1.386
H 4.583 4.663 -0.490
H 5.926 1.594 1.877
H 6.628 3.140 3.634
C 1.813 -4.588 2.452
C 0.604 -5.236 2.465
C 0.312 -5.872 1.232
N 1.051 -5.996 0.162
C 2.212 -5.310 0.171
C 2.591 -4.536 1.254
H 2.203 -4.087 3.293
H -0.156 -5.300 3.228
H -0.603 -6.455 1.190
H 2.812 -5.374 -0.723
H 3.527 -4.034 1.353

Its spin multiplicity is 1. The calculation puts the HOMO energy at -8.46 eV. As for the SMILES: CN(C)P(=O)(N(C)C)N(C)C.CN(C)P(=O)(N(C)C)N(C)C.CN(C)P(=O)(N(C)C)N(C)C.c1ccncc1.c1ccncc1.c1ccncc1.c1ccncc1. The gap between HOMO and LUMO comes out at 0.3311 Eh. As for the energy: -93988.215 eV.

=====

Number 1: largest force on an atom 0.03553 hartree/bohr. Number 2: largest force on an atom 0.14428 hartree/bohr. Number 3: largest force on an atom 0.06466 hartree/bohr.